[1]
ORCA calculation (wB97M-V/def2-TZVPD) on a cluster of 2 separate species, C4H8ClOP in total at a distorted geometry.

## Properties
- Relative energy (zero: lowest compared OMol25 entry of this formula, charge and spin): 64.7 kcal per mole
- SMILES string: CP(O)Cl.C#CC
- LUMO energy: 0.82 eV
- Kohn-Sham gap: 10.13 eV
- HOMO level: -9.301 eV

Cartesian coordinates (Å):
Cl1 1.61656 1.83694 2.53231
P1 0.84589 0.37511 1.30924
O1 -0.36537 1.38022 0.86273
C1 0.08757 2.14239 -2.19074
C2 -0.05675 -0.49316 2.76134
C3 0.08918 0.93315 -2.03526
C4 0.27729 -0.50818 -2.10440
H1 -0.04505 0.18644 3.64130
H2 -0.15701 2.17322 0.37223
H3 0.32232 -0.81640 -1.14352
H4 1.12513 -0.84652 -2.77686
H5 -1.08029 -0.60858 2.44220
H6 0.60230 -1.39171 2.98186
H7 0.22444 3.17464 -2.07695
H8 -0.51971 -1.19408 -2.55009

Löwdin population analysis, charges in e, atoms 1 to 6: number 1, Cl, carries 0.207; number 2, P, carries 0.501; number 3, O, carries -0.434; number 4, C, carries 0.093; number 5, C, carries -0.319; number 6, C, carries -0.205

***

[2]
ORCA calculation (wB97M-V/def2-TZVPD) on a cluster of 4 separate species, C22H53BN4O10 in total at a distorted geometry.

## Properties
- SMILES string: O=C1CC[C@@H](OB(O)O)N1.COCCNCCOC.COCCNCCOC.COCCNCCOC
- LUMO energy: 0.30 eV
- Kohn-Sham gap: 8.72 eV
- HOMO level: -8.424 eV

Cartesian coordinates (Å):
O1 2.85267 -1.81771 3.23893
O2 0.73952 2.32991 -2.99301
O3 -6.90094 -2.18901 -4.47665
O4 6.37859 -4.45525 4.38153
O5 -3.06012 -0.87606 -4.34308
O6 0.53190 1.66609 5.51957
O7 -2.37028 5.61585 -3.36892
O8 -1.51340 2.17300 1.49462
O9 -7.31459 -4.48718 -4.98822
O10 -5.15925 -3.77854 -4.20638
N1 3.79520 -3.64289 5.70039
N2 -1.59335 3.20631 -5.00535
N3 -3.79745 -2.49883 -5.79290
N4 1.16138 2.94186 2.64877
C1 -3.26553 4.77012 -4.08418
C2 -2.97223 -1.93605 -4.79470
C3 7.12847 -3.48023 5.08251
C4 -1.62113 6.50087 -4.18047
C5 0.37974 3.59411 -2.46994
C6 -1.95904 -3.05549 -4.52977
C7 -2.05899 3.45967 1.71940
C8 4.09569 -4.93387 5.09158
C9 -4.23470 -3.78358 -5.27503
C10 1.64950 1.42581 4.67848
C11 -0.34067 1.54776 -3.47911
C12 0.89441 1.85428 1.71227
C13 2.03725 2.59023 3.76716
C14 -0.86195 1.94607 -4.85893
C15 2.48907 -3.08206 5.35105
C16 5.56852 -5.28518 5.20667
C17 -0.27249 2.17180 0.79482
C18 -0.73088 1.56316 4.88925
C19 2.13997 -2.86337 3.87810
C20 4.17741 -2.13960 2.85508
C21 -2.76569 3.33780 -4.14630
C22 -2.89007 -4.29264 -4.59524
B1 -6.48063 -3.48855 -4.58312
H1 4.87501 -1.94525 3.67237
H2 1.09114 -2.55595 3.84472
H3 2.48946 1.26344 5.35935
H4 -0.79690 5.98960 -4.68776
H5 3.50463 -5.70825 5.59026
H6 0.28503 3.27255 3.02740
H7 -0.00216 2.00409 -5.53169
H8 -1.19198 7.26055 -3.52763
H9 -4.20338 4.77415 -3.52195
H10 1.71659 -3.71717 5.79780
H11 -2.25506 6.99696 -4.92039
H12 7.62437 -3.91076 5.95653
H13 -3.10245 3.32806 2.00485
H14 -2.53642 -5.18705 -5.09356
H15 -1.46724 1.33205 5.66031
H16 -0.75523 0.76764 4.14077
H17 -3.56355 2.69777 -4.53449
H18 4.26828 -3.17133 2.50863
H19 2.19936 -3.78425 3.28590
H20 0.05967 0.53489 -3.57199
H21 -3.47973 5.16424 -5.08222
H22 -1.13715 1.48505 -2.72851
H23 -4.53707 -1.83398 -6.01741
H24 2.11872 3.48315 4.39244
H25 -1.49798 1.13830 -5.23322
H26 2.42234 -2.11216 5.85052
H27 -1.02079 2.51733 4.44419
H28 3.03814 2.39639 3.36637
H29 1.15584 3.89500 -1.76403
H30 -0.11376 3.10813 0.25487
H31 4.45355 -1.47587 2.03471
H32 6.50744 -2.63413 5.39319
H33 -0.34365 1.37298 0.05087
H34 -7.71003 -4.30406 -5.84944
H35 5.90477 -5.26820 6.24765
H36 0.65119 0.92012 2.23192
H37 1.52432 0.48377 4.13237
H38 1.78785 1.67996 1.10498
H39 7.89175 -3.10278 4.40268
H40 -1.55053 3.98090 2.53683
H41 3.84385 -4.95065 4.02447
H42 5.70019 -6.30554 4.83635
H43 -2.55421 3.02663 -3.11651
H44 -6.10674 -1.63784 -4.52301
H45 -1.54399 -2.88937 -3.54146
H46 -3.17756 -4.44281 -3.55954
H47 -0.57469 3.56499 -1.93981
H48 -1.20135 -3.06540 -5.30664
H49 4.50558 -2.97816 5.42781
H50 0.35936 4.34676 -3.26107
H51 -2.02149 4.07308 0.81461
H52 -0.95563 3.96504 -4.80943
H53 -4.43370 -4.45117 -6.11279

Löwdin population analysis, charges in e, atoms 1 to 6: number 1, O, carries -0.195; number 2, O, carries -0.178; number 3, O, carries 0.205; number 4, O, carries -0.191; number 5, O, carries 0.148; number 6, O, carries -0.180

***

[3]
ORCA calculation (wB97M-V/def2-TZVPD) on a structure of composition C39H43GeInN2PSeSi at a distorted geometry.

## Properties
- Total charge: +2
- ⟨S²⟩: 0.755
- Relative energy (zero: lowest compared OMol25 entry of this formula, charge and spin): 1.3 kcal per mole
- Multiplicity: 2
- LUMO energy (spin up / spin down): -5.40 / -8.51 eV
- Kohn-Sham gap (spin up / spin down): 8.03 / 5.39 eV
- HOMO level (spin up / spin down): -13.424 / -13.903 eV

Cartesian coordinates (Å):
In1 0.77360 -0.09111 0.91753
Se1 3.38868 -0.11143 0.26459
Ge1 -0.73269 2.13066 0.13088
P1 0.56202 -0.34890 3.61142
Si1 -1.54258 -4.48622 -0.76201
N1 2.86175 -0.23767 -2.57131
N2 3.04912 1.79582 -1.82382
C1 -4.26330 1.61021 2.32047
C2 0.99648 4.25246 -0.89220
C3 -3.19288 1.42129 1.46310
C4 2.34680 0.35243 -4.98553
C5 0.75738 -2.15014 3.65941
C6 2.32493 2.75834 -5.33214
C7 1.18373 -4.89458 3.66713
C8 -2.41466 0.95919 -4.11831
C9 -1.11078 0.61259 -3.78656
C10 0.02384 -4.36873 4.21838
C11 1.98107 5.22535 -0.79134
C12 -0.59667 -5.00364 -2.30043
C13 -3.26518 3.65575 3.12296
C14 -1.40360 1.63472 -1.62536
C15 -0.19335 -2.99974 4.21675
C16 -1.43331 -5.74100 0.62621
C17 -0.17664 -1.90002 0.26098
C18 -3.30590 -3.96843 -1.15475
C19 -0.60740 0.94874 -2.54213
C20 2.17646 1.44846 -5.80866
C21 1.41678 0.24565 5.11090
C22 -3.21185 1.64580 -3.21201
C23 -2.18763 3.47233 2.27014
C24 2.63078 3.01665 -4.01021
C25 2.44853 4.53985 1.47359
C26 -2.71363 1.97678 -1.96159
C27 -4.29603 2.72457 3.15166
C28 2.70351 5.36909 0.38729
C29 -2.15454 2.35640 1.43301
C30 2.66441 0.61032 -3.65808
C31 -1.19990 -0.01633 3.94815
C32 2.13642 -4.05114 3.11239
C33 2.79011 1.91503 -3.18106
C34 2.81884 -1.68823 -2.64769
C35 0.72451 3.43336 0.20288
C36 1.46248 3.57044 1.38087
C37 -0.70212 -2.91885 -0.14451
C38 3.09700 0.49940 -1.47937
C39 1.92014 -2.68429 3.10259
H1 1.80187 -2.02942 -2.84328
H2 0.41148 0.68261 -2.27439
H3 -1.46696 -0.32870 4.95706
H4 2.47766 0.00725 5.05110
H5 -5.07461 0.89435 2.33860
H6 -0.63828 -4.23080 -3.06974
H7 3.26079 2.55408 -1.19238
H8 -1.38585 4.20137 2.24148
H9 2.23332 -0.65588 -5.36134
H10 -3.33891 2.50617 -1.25239
H11 3.01086 4.66039 2.39018
H12 3.04405 -4.46206 2.69076
H13 2.74963 4.02559 -3.63900
H14 -1.93611 -5.38235 1.52561
H15 -0.39542 -5.95936 0.88228
H16 1.25673 2.92362 2.22839
H17 -1.38919 1.05385 3.85106
H18 0.98045 -0.26773 5.96719
H19 -1.81309 -0.54821 3.22044
H20 -3.30421 4.52827 3.76162
H21 -1.90933 -6.67741 0.32671
H22 -1.03091 -5.91323 -2.72147
H23 -0.49353 0.08170 -4.49982
H24 0.45081 -5.21014 -2.07513
H25 -0.71505 -5.02689 4.65597
H26 1.34616 -5.96412 3.67371
H27 2.17856 5.88328 -1.62825
H28 -5.13277 2.86954 3.82219
H29 -3.86515 -4.81542 -1.55905
H30 2.19935 3.58373 -6.01904
H31 3.46488 6.13425 0.46276
H32 -1.10245 -2.60569 4.65222
H33 -3.32866 -3.16804 -1.89569
H34 2.66952 -2.02454 2.67357
H35 3.47292 -2.02608 -3.44941
H36 -3.82707 -3.62165 -0.26131
H37 3.15577 -2.11176 -1.70661
H38 1.29531 1.32243 5.22761
H39 -2.81660 0.69166 -5.08667
H40 -4.22304 1.92102 -3.48050
H41 -3.16219 0.55593 0.80842
H42 0.42959 4.13884 -1.80972
H43 1.92493 1.28834 -6.84796

Löwdin population analysis, charges in e, atoms 1 to 6: number 1, In, carries 0.413; number 2, Se, carries 0.756; number 3, Ge, carries 1.045; number 4, P, carries 0.874; number 5, Si, carries 0.462; number 6, N, carries -0.053

***

[4]
ORCA calculation (wB97M-V/def2-TZVPD) on the molecule C3H6O3 at a distorted geometry.

## Properties
- Relative energy (zero: lowest compared OMol25 entry of this formula, charge and spin): 70.8 kcal per mole
- SMILES string: C=C(O)C(O)O
- LUMO energy: 0.60 eV
- Kohn-Sham gap: 10.29 eV
- HOMO level: -9.696 eV

Cartesian coordinates (Å):
O1 -0.91492 0.24782 1.50528
O2 1.11827 1.21627 0.85249
O3 1.19752 -0.67395 -1.12677
C1 -0.06847 -0.16442 -0.68666
C2 0.24230 0.10323 0.75413
C3 -1.19246 -0.61103 -1.22125
H1 1.89130 -0.02852 -0.90918
H2 1.11648 -0.81421 0.65493
H3 0.61709 2.01138 0.61844
H4 -1.21820 -0.99280 -2.22688
H5 -0.68409 0.25863 2.44115
H6 -2.10482 -0.55241 -0.65568

Löwdin population analysis, charges in e, atoms 1 to 6: number 1, O, carries 0.043; number 2, O, carries -0.013; number 3, O, carries -0.044; number 4, C, carries -0.315; number 5, C, carries -0.453; number 6, C, carries 0.103

***

[5]
ORCA calculation (wB97M-V/def2-TZVPD) on a cluster of 2 separate species, C25H29BrF14N3O7S in total at a distorted geometry.

## Properties
- Total charge: +1
- LUMO energy: -5.40 eV
- Kohn-Sham gap: 6.84 eV
- HOMO level: -12.243 eV

Cartesian coordinates (Å):
Br1 -1.54327 -4.04661 -0.26848
S1 0.05158 0.52454 1.99563
F1 -0.53990 3.28034 3.23280
F2 0.46934 3.28617 -0.00963
F3 -1.63353 1.72719 0.25495
F4 -2.11171 -0.67388 4.11106
F5 -0.55467 -3.76221 3.84656
F6 0.80359 -2.19164 3.78936
F7 -2.18500 3.75228 1.97261
F8 -0.59436 -1.26830 5.51512
F9 -2.41176 1.35616 2.22168
F10 -0.78259 4.96833 0.46556
F11 -2.21708 -2.56853 5.12965
F12 1.80662 5.32255 0.71897
F13 1.96748 3.90141 2.31470
F14 0.69153 5.69029 2.50947
O1 1.21685 1.25885 1.57612
O2 -1.37103 2.83776 -5.76281
O3 4.95880 1.95695 0.40618
O4 0.13184 0.47062 3.42802
O5 4.19526 0.12766 -0.69784
O6 -1.10385 0.67841 -5.14717
O7 -0.87494 2.21712 -3.64966
N1 -2.88023 -3.19209 2.49209
N2 1.49580 -1.39466 1.29517
N3 -0.46555 -3.62336 1.27192
C1 -2.96838 -1.20747 1.18180
C2 -0.48492 -2.44674 3.47771
C3 0.03407 -1.14854 1.22980
C4 -0.05474 3.97864 1.00872
C5 -4.19976 -3.20930 2.49048
C6 0.98817 -3.92150 1.00494
C7 -1.14303 1.99565 -4.94007
C8 1.12858 4.72901 1.71729
C9 -0.80744 3.60249 -3.29087
C10 -4.35808 -1.21806 1.16110
C11 1.98083 -2.76814 1.20936
C12 -0.97968 3.17168 1.97966
C13 -4.93335 -2.25452 1.82612
C14 -2.31196 -2.19835 1.83001
C15 -1.33883 0.26537 -6.50460
C16 5.28230 -0.18719 1.41892
C17 2.99300 0.79316 -1.14671
C18 -0.17173 -1.09274 -0.32140
C19 4.79685 0.75957 0.35136
C20 0.53383 0.02988 -1.11045
C21 -0.10655 0.45411 -7.36291
C22 -1.29892 1.68148 1.55081
C23 1.98252 -0.29326 -1.54189
C24 -0.75508 -2.28660 1.95953
C25 -1.39280 -1.70264 4.54884
H1 0.75243 -0.04600 -6.91294
H2 3.27035 1.33743 -2.04974
H3 1.31633 -4.76621 1.60501
H4 2.72019 -2.84071 0.40843
H5 -6.01370 -2.30589 1.86218
H6 4.51569 -0.94158 1.59837
H7 2.03139 -0.40133 -2.62333
H8 2.62111 1.51342 -0.42455
H9 1.05371 -4.27090 -0.01918
H10 0.46260 1.03634 -0.71539
H11 0.14567 1.50948 -7.45912
H12 -2.47565 -0.39211 0.68235
H13 -0.00919 0.07448 -2.05667
H14 -0.27058 0.04755 -8.36037
H15 -1.20847 -1.12215 -0.64898
H16 -1.70209 4.13763 -3.60075
H17 -0.78530 -4.39192 1.86941
H18 2.32977 -1.23630 -1.12637
H19 -4.92763 -0.45299 0.66212
H20 6.15126 -0.73593 1.05381
H21 2.54808 -2.98245 2.11419
H22 0.07870 4.06059 -3.72704
H23 0.25860 -1.99695 -0.75429
H24 1.89875 -0.98408 2.12975
H25 5.54896 0.34453 2.32305
H26 -2.19877 0.79306 -6.91567
H27 -4.72030 -4.00192 3.00800
H28 -1.59740 -0.79107 -6.45314
H29 -0.72857 3.64460 -2.20868

Löwdin population analysis, charges in e, atoms 1 to 6: number 1, Br, carries 1.049; number 2, S, carries 0.835; number 3, F, carries 0.182; number 4, F, carries 0.140; number 5, F, carries 0.141; number 6, F, carries 0.170

***

[6]
ORCA calculation (wB97M-V/def2-TZVPD) on a structure of composition C6H13N3O at a distorted geometry.

## Properties
- Relative energy (zero: lowest compared OMol25 entry of this formula, charge and spin): 91.8 kcal per mole
- LUMO energy: 0.74 eV
- Kohn-Sham gap: 10.15 eV
- HOMO level: -9.410 eV

Cartesian coordinates (Å):
O1 3.28597 1.02739 0.21425
N1 0.17579 1.12758 -1.08654
N2 -2.49963 0.29989 -0.21516
N3 3.10152 -1.03294 0.03646
C1 1.10612 0.15727 0.95858
C2 2.41605 0.09008 0.22748
C3 -0.05967 0.14404 -0.03610
C4 -3.09141 -1.00120 -0.47496
C5 -1.38271 0.33056 0.71040
C6 -3.80766 0.01467 0.33938
H1 2.51703 -1.85240 -0.08609
H2 -3.86708 -0.15918 1.41858
H3 -4.64391 0.57357 -0.08575
H4 4.13888 -0.24854 -0.06054
H5 -1.47684 -0.45372 1.48851
H6 -0.64267 1.18695 -1.68671
H7 1.01934 -0.70482 1.63565
H8 0.30281 2.05208 -0.67843
H9 -3.39153 -1.19615 -1.50633
H10 -1.38120 1.30619 1.22293
H11 1.09157 1.08839 1.54147
H12 -2.66593 -1.85984 0.05521
H13 -0.09530 -0.84566 -0.52065

Löwdin population analysis, charges in e, atoms 1 to 6: number 1, O, carries -0.061; number 2, N, carries 0.061; number 3, N, carries -0.134; number 4, N, carries 0.084; number 5, C, carries -0.087; number 6, C, carries -0.552